1.
# C4H8O2

A 2-piece molecular cluster, C4H8O2 overall at a distorted geometry (wB97M-V/def2-TZVPD, OMol25).

Structure (XYZ):
```
14
Properties=species:S:1:pos:R:3:forces:R:3:mulliken_charge:R:1
C -0.4894 -0.7112 2.7811 -2.127 -2.861 -0.340 -0.588
C 0.4250 -0.0633 2.0488 0.222 0.823 -2.349 -0.083
C 0.2511 -0.0307 0.6040 0.629 -0.141 2.862 0.030
C 0.8456 0.9821 -0.0858 1.197 0.579 -2.230 -0.100
O 0.9109 0.9100 -1.4180 -1.688 0.669 0.187 -0.373
H -0.3631 -1.2074 3.7209 0.396 0.767 0.942 0.326
H -1.4298 -1.1211 2.3048 1.099 0.839 0.263 0.284
H 1.3016 0.4226 2.4635 -0.115 0.066 0.171 0.351
H -0.2815 -0.8420 0.1336 -0.313 0.201 -0.361 0.376
H 1.3612 1.8683 0.2960 -0.463 -0.289 0.625 0.358
H 0.5608 1.7439 -1.8346 1.082 -0.611 0.220 0.415
H -0.9006 -0.3384 -2.4589 0.640 -0.273 -0.160 0.301
H -1.2785 -1.7221 -3.1388 0.446 0.101 0.041 0.328
O -1.5973 -0.8734 -2.8266 -1.004 0.131 0.129 -0.625
```
Forces are in eV/Å.

Properties
* 2S+1: 2
* total charge: +1
* LUMO energy (alpha / beta): -5.20 / -8.30 eV
* HOMO-LUMO gap (alpha / beta): 0.3457 / 0.2318 Ha

---

2.
# C4H8O2

A 2-piece molecular cluster, C4H8O2 overall at a distorted geometry (wB97M-V/def2-TZVPD, OMol25).

Structure (XYZ):
```
14
Properties=species:S:1:pos:R:3:forces:R:3:mulliken_charge:R:1
C 0.8951 0.4605 1.4656 4.027 -0.784 0.230 -0.696
C -0.2943 0.1954 0.9524 -3.600 0.174 -4.080 0.694
O -1.4251 -0.2749 1.6115 0.819 3.074 0.648 -0.458
C -0.6064 0.5918 -0.4654 0.651 -1.409 0.844 0.057
C -1.9023 0.8310 -0.9109 -1.242 -0.747 -1.736 -0.506
H 1.1314 0.3468 2.4776 -0.619 -0.071 1.895 0.328
H 1.9371 0.5094 1.0234 -1.897 0.540 -0.745 0.255
H -1.8334 0.5975 1.9341 0.199 -2.039 0.028 0.418
H 0.1209 0.5251 -1.3065 0.089 0.644 1.201 0.281
H -2.8478 0.3350 -0.4038 1.991 1.605 -0.974 0.330
H -1.9417 1.3122 -2.0039 -0.437 -1.067 2.712 0.292
H 2.5755 -1.4423 -0.8422 -0.874 -1.363 -0.468 0.312
H 2.2035 -1.8777 -2.2294 -0.314 -0.564 0.440 0.337
O 1.9874 -2.1096 -1.3024 1.207 2.008 0.006 -0.643
```
Forces are in eV/Å.

Properties
* 2S+1: 2
* total charge: +1
* LUMO energy (alpha / beta): -5.46 / -8.63 eV
* HOMO-LUMO gap (alpha / beta): 0.3485 / 0.2318 Ha

---

3.
# C4H8O2P

A 2-piece molecular cluster, C4H8O2P overall at a distorted geometry (wB97M-V/def2-TZVPD, OMol25).

Structure (XYZ):
```
15
Properties=species:S:1:pos:R:3:forces:R:3:mulliken_charge:R:1
C 0.2458 1.2440 1.3482 0.213 -2.437 -2.281 -0.469
C 0.7605 -0.5361 -0.0408 0.624 3.388 1.748 -0.383
C 1.3963 0.1153 -1.2613 -2.552 0.761 2.123 -0.944
C 0.5199 -1.7788 0.3091 0.114 1.712 -0.547 -0.581
O -2.5277 1.7513 1.5174 -0.586 1.372 0.257 -0.714
O -1.8869 0.4028 -0.5719 -1.475 2.771 1.708 -0.591
P -1.4440 0.8898 1.0252 -0.324 -1.137 -1.022 0.772
H 0.5755 1.8560 0.4988 0.130 0.491 0.224 0.130
H 2.4005 0.3895 -1.1703 1.772 -0.005 0.446 0.345
H 1.2281 -0.4973 -2.1011 -0.192 -0.426 -1.496 0.355
H 0.8611 1.1006 -1.2379 0.310 -0.846 -1.117 0.215
H -0.0392 -1.8379 1.1995 -0.465 -1.080 0.976 0.281
H 0.7899 -2.5420 -0.3621 0.149 -1.490 -0.466 0.329
H -1.2131 -0.1990 -0.7174 2.026 -2.231 -1.055 0.409
H -1.6667 -0.3583 1.5648 0.256 -0.843 0.505 -0.154
```
Forces are in eV/Å.

Properties
* total charge: -1
* LUMO energy (alpha / beta): 3.77 / 3.77 eV
* HOMO-LUMO gap (alpha / beta): 0.2859 / 0.2859 Ha

---

4.
# C4H8O2S

C4H8O2S as an isolated structure at a distorted geometry (wB97M-V/def2-TZVPD, OMol25).

Structure (XYZ):
```
15
Properties=species:S:1:pos:R:3:forces:R:3:mulliken_charge:R:1
C -2.4563 -0.2612 -0.2354 -0.140 1.394 1.247 -0.635
C -0.2172 -0.4869 0.1904 -0.506 4.733 1.546 0.210
C 0.7561 0.7881 0.5320 -3.507 4.285 0.369 -0.518
C 2.4097 -0.2836 -0.5984 1.254 1.494 -0.993 -0.223
H -2.6985 0.7734 0.5176 1.323 -2.986 -2.241 0.259
H -2.6603 -1.2482 0.5057 0.995 2.515 -2.454 0.253
H -3.2472 -0.2032 -0.9784 0.313 -0.192 -0.318 0.279
H -1.1122 -0.5726 1.0901 4.108 -0.520 -1.803 0.311
H 1.0840 0.7351 1.5903 0.344 -0.316 -0.562 0.347
H 0.2460 1.9077 0.4473 0.619 -2.941 0.263 0.236
H 3.2759 -0.0981 0.1188 -0.395 -1.545 -1.103 0.262
H 2.6972 -0.3357 -1.7588 -0.404 -0.464 2.745 0.237
O -0.9958 -0.1791 -0.9965 -4.004 -1.449 3.933 -0.373
O 1.7250 0.9029 -0.4512 -0.768 1.530 -0.285 -0.359
S 1.1934 -1.4387 0.0264 0.769 -5.536 -0.345 -0.286
```
Forces are in eV/Å.

Properties
* LUMO energy: 0.68 eV
* HOMO-LUMO gap: 0.3517 Ha

---

5.
# C4H8O2S

C4H8O2S as an isolated structure at a distorted geometry (wB97M-V/def2-TZVPD, OMol25).

Structure (XYZ):
```
15
Properties=species:S:1:pos:R:3:forces:R:3:mulliken_charge:R:1
C -1.1398 -0.5598 0.7747 0.929 -0.101 -5.323 0.883
C -1.5488 0.8639 1.0366 1.038 -1.469 -3.013 -1.005
C 1.5505 0.7084 -0.9533 -2.412 -2.541 -0.062 -1.311
C 0.9869 -0.7812 -0.9122 0.881 2.372 0.253 -0.154
O -0.4173 -1.3832 1.4484 1.356 -0.332 1.997 -0.383
O -0.4025 -0.7554 -0.9795 -1.591 0.186 2.919 -0.544
S -1.9340 -2.0928 0.9904 -0.771 -0.340 -0.029 -0.094
H -1.1207 1.4892 0.2086 -0.615 -0.473 0.978 0.231
H -1.1130 1.0295 1.9487 0.770 1.200 2.424 0.362
H -2.6050 0.8136 1.0480 -1.060 0.646 0.122 0.359
H 2.4909 0.6881 -1.3468 2.472 0.386 -1.531 0.457
H 0.8114 1.2822 -1.4402 -0.418 0.732 -1.405 0.299
H 1.6140 1.1645 -0.0320 0.213 0.619 2.572 0.354
H 1.4385 -1.1769 0.0146 -0.479 -0.726 -0.351 0.169
H 1.3888 -1.2900 -1.8061 -0.314 -0.160 0.447 0.379
```
Forces are in eV/Å.

Properties
* LUMO energy: -0.36 eV
* HOMO-LUMO gap: 0.3115 Ha

---

6.
# C4H8O2S

A 2-piece molecular cluster, C4H8O2S overall at a distorted geometry (wB97M-V/def2-TZVPD, OMol25).

Structure (XYZ):
```
15
Properties=species:S:1:pos:R:3:forces:R:3:mulliken_charge:R:1
C 2.4244 -0.3337 0.5249 0.998 1.284 -3.753 -1.160
C 0.9338 -0.3203 0.0251 1.149 -2.734 4.586 -0.301
C -0.9824 1.0160 0.1919 -4.770 0.194 0.826 0.427
C -1.6865 -0.1753 -0.6507 0.902 1.231 1.198 -0.444
H 3.2169 0.3142 -0.2312 -2.662 -1.297 2.021 0.236
H 2.4578 0.1202 1.4569 0.555 0.332 1.961 0.334
H 2.8888 -1.3102 0.3950 -0.398 -0.177 0.720 0.349
H 1.1191 -0.2826 -0.9347 -0.378 1.220 -5.332 0.412
H 0.4037 -1.3152 0.1568 0.794 1.127 0.454 0.302
H -0.9399 -0.2952 -1.4278 -0.137 -0.833 -0.442 0.306
H -1.6344 -1.0778 0.1989 -0.536 1.879 -2.435 0.267
H -3.4421 0.4083 0.1255 1.422 0.503 -4.833 0.331
O 0.1856 0.7221 0.6516 1.312 0.928 -0.319 -0.267
O -2.8994 0.2199 -1.2470 -0.655 -0.921 6.354 -0.553
S -2.0456 2.3094 0.7649 2.406 -2.737 -1.005 -0.240
```
Forces are in eV/Å.

Properties
* LUMO energy: -0.19 eV
* HOMO-LUMO gap: 0.3175 Ha

---

Across the entries above, ΔE to the lowest compared entry with this formula, charge and spin takes the values 21.98 56.22 106.12 139.44 116.56 142.50 kcal per mole, respectively.
Across the entries above, electronic energy takes the values -8362.274 -8360.789 -17658.969 -19202.351 -19203.343 -19202.219 eV, respectively.